--- w ---
11
Properties=species:S:1:pos:R:3 method="wB97M-V/def2-TZVPD" charge=-1 homo_energy_ev=-2.5 homo_lumo_gap_ev=5.56
S -0.834 3.161 1.229
S 0.432 -2.232 -0.757
C 1.717 -0.981 -1.132
C -0.897 -1.215 -0.039
H -1.825 3.720 1.942
H 1.432 -0.054 -0.651
H -0.622 -0.172 0.009
H 1.735 -0.811 -2.201
H -1.111 -1.559 0.972
H -1.775 -1.392 -0.665
H 2.687 -1.312 -0.776

--- x ---
11
Properties=species:S:1:pos:R:3 method="wB97M-V/def2-TZVPD" charge=-1 homo_energy_ev=-2.2 homo_lumo_gap_ev=5.61
S -1.230 1.565 0.564
S 2.877 0.386 -0.086
C 1.304 -0.433 -0.624
C -2.060 -0.075 0.713
H 0.422 0.224 -0.718
H -1.555 -0.721 1.457
H -3.017 0.125 1.198
H -2.055 -0.631 -0.219
H 1.554 -0.778 -1.626
H 2.707 1.567 -0.728
H 1.053 -1.229 0.069

--- y ---
11
Properties=species:S:1:pos:R:3 method="wB97M-V/def2-TZVPD" charge=-1 homo_energy_ev=-2.3 homo_lumo_gap_ev=5.45
S 1.365 0.078 -0.950
S -3.302 0.400 0.631
C 2.197 -1.527 -0.470
C 1.437 0.631 0.849
H 2.710 -1.630 0.572
H 0.433 0.239 1.454
H -2.340 1.213 0.177
H 2.319 0.026 1.397
H 1.628 1.764 0.959
H 1.469 -2.362 -0.498
H 2.975 -1.520 -1.235

The energetic minimum among the shown structures is w; the next structure lies 10.2 kcal/mol above.